1.
A 11-piece molecular cluster, C3H26NO12 overall in a non-equilibrium geometry. Source: the Open Molecules 2025 dataset; level of theory: ωB97M-V/def2-TZVPD.

```
42
Properties=species:S:1:pos:R:3
O -0.356 -1.306 3.178
O -3.198 -3.171 1.337
N -0.038 -1.233 -0.173
O 3.476 1.246 -0.289
H 1.448 1.014 2.736
H -1.690 -2.317 -1.036
O -0.827 1.570 -4.530
H 1.120 4.083 -1.740
O 0.809 0.810 2.052
H -0.240 1.883 -3.804
H -0.319 2.302 -0.265
O 0.269 4.485 -1.867
H -3.475 -0.411 2.568
H 3.564 0.337 -0.054
H 1.067 1.672 1.384
H 0.490 -1.215 0.680
O -1.150 2.148 -0.820
H 1.459 3.293 0.328
O -0.770 -3.263 0.377
H -1.640 1.237 -4.165
H 0.869 -3.198 1.785
H 2.354 -3.053 2.018
H 2.620 1.584 -0.004
H 3.542 1.293 -2.202
O 1.564 -3.399 2.455
H -1.642 0.579 0.389
C -1.463 0.762 -0.698
C -0.049 0.023 -0.856
H -2.372 0.445 -1.210
H 0.065 -0.441 2.855
H -0.392 4.058 -1.299
H -0.104 -1.903 2.487
H -3.168 -2.292 1.815
H -1.828 -0.665 2.490
O -2.717 -0.586 2.015
H 2.860 -0.020 -2.115
H 0.032 -0.090 -1.913
H -2.197 -3.317 1.277
O 1.227 2.386 0.182
C -0.826 -2.288 -0.424
O 3.123 0.627 -2.752
H 0.727 0.720 -0.531
```

Summary:
gap between HOMO and LUMO: 8.99 eV
LUMO level: 2.552 eV
charge: -1
F_max: 4.51 eV/Å
energy relative to the best compared isomer or geometry (same formula, charge and spin): 3.680 eV
DFT total energy: -29594.605 eV

2.
The molecule C26H37N5O6. Source: the Open Molecules 2025 dataset; level of theory: ωB97M-V/def2-TZVPD.

```
74
Properties=species:S:1:pos:R:3
C 0.680 -2.562 0.986
C 2.551 3.230 6.517
C -0.402 -1.733 -5.404
N 0.473 -0.877 -1.987
H 1.483 -1.556 -6.453
H 3.827 0.823 1.139
H -0.115 2.891 1.087
H -3.164 -4.411 -2.055
H -0.314 1.431 3.136
C -2.350 -2.969 -0.831
N -2.448 -3.695 -2.022
H -2.541 -0.121 -2.217
O 2.928 -0.542 2.859
H -2.533 2.442 1.244
H 0.153 4.759 4.696
C -1.665 -3.586 -3.132
H 1.087 -2.602 -0.023
C 1.670 1.748 4.847
C 3.063 0.529 0.412
H -1.022 0.267 -5.901
H -1.033 3.045 3.352
H 2.328 1.920 2.397
O -1.805 -4.296 -4.101
H -4.053 0.398 -1.482
H 3.464 0.541 -0.603
H 2.545 -3.310 1.800
C 0.574 2.962 1.931
C -2.234 -0.185 0.560
C -3.025 0.694 -1.687
N 1.718 2.134 1.618
H 3.207 1.212 6.229
H 0.062 -1.367 -7.480
O 2.641 -0.805 0.651
C 0.190 -2.548 -4.244
C -0.521 -1.791 -1.978
N -1.163 -1.126 0.264
H 0.430 0.210 -4.914
H -3.180 -0.734 0.542
H 0.497 -0.170 -1.255
C 0.474 -1.920 -6.640
C 1.689 4.223 6.083
C -2.304 1.025 -0.382
H -4.055 1.860 0.569
H -3.090 3.039 -0.320
H -2.049 0.163 1.579
H 1.439 -2.652 3.024
H -1.282 1.349 -0.605
H -1.161 -0.096 -4.189
H 3.226 3.420 7.338
H 0.043 -3.435 1.141
H -1.394 -2.145 -5.613
C 2.503 -1.182 1.936
O -3.105 -3.207 0.091
H 1.173 -2.176 -3.953
O 1.023 1.469 -0.431
H 0.303 -3.581 -4.586
O 0.037 -0.531 2.077
C 1.816 -2.526 2.009
C 2.539 1.992 5.897
H 0.909 4.000 2.034
H -3.044 1.565 -2.338
H 1.691 5.190 6.566
C -0.174 -1.312 1.163
H 1.661 0.777 4.373
C -0.099 2.495 3.228
C -3.039 2.164 0.323
C -1.319 -1.975 -0.865
H 0.837 -0.566 -2.870
C 0.825 3.980 5.031
H 0.530 -2.969 -6.915
C 1.823 1.432 0.493
N -0.681 -2.605 -3.077
C 0.805 2.741 4.403
C -0.545 -0.250 -5.072
```

Summary:
gap between HOMO and LUMO: 8.97 eV
LUMO level: 0.507 eV
F_max: 0.80 eV/Å
energy relative to the best compared isomer or geometry (same formula, charge and spin): 0.000 eV
DFT total energy: -47302.314 eV